Here is the molecule CH11NSi4 in a non-equilibrium geometry from the OMol25 dataset. Energies are from wB97M-V/def2-TZVPD.

Geometry as XYZ:
```
17
Properties=species:S:1:pos:R:3
C -0.293 1.021 -1.211
N -0.343 -1.700 1.113
Si 0.416 -0.696 -1.797
Si 0.409 1.611 0.575
Si 0.716 -2.211 -0.072
Si -1.298 1.277 2.046
H -0.089 1.953 -1.775
H -1.381 0.973 -0.893
H -0.707 -2.253 1.905
H -0.346 -0.893 -2.967
H 1.664 -0.050 -2.123
H 1.723 1.062 0.793
H 0.629 3.147 0.066
H 2.093 -1.714 0.245
H 0.679 -3.549 -0.608
H -2.408 2.178 2.656
H -1.462 -0.158 2.046
```

Summary:
- net charge = 0
- orbital gap (alpha / beta) (eV) = 8.8 / 4.9
- M (g/mol) = 149.45
- electronic energy (eV) = -34210.02063
- lowest unoccupied orbital energy (alpha / beta) (eV) = -0.744 / -2.240
- multiplicity = 1
- energy above the lowest of the compared OMol25 structures with the same formula, charge and spin (kcal/mol) = 129.5

***

Here is a cluster of 5 separate species, CH11O4S in total in a non-equilibrium geometry from the OMol25 dataset. Energies are from wB97M-V/def2-TZVPD.

Geometry as XYZ:
```
17
Properties=species:S:1:pos:R:3
C 1.410 1.787 -0.343
S -0.045 2.893 -0.525
H 2.341 2.348 -0.293
H 1.379 1.166 0.564
H 1.395 1.106 -1.195
H -1.599 -0.211 -0.491
H -1.209 1.108 -0.995
O -1.506 0.223 -1.343
H -1.668 1.288 1.609
H -0.414 0.521 1.552
O -1.369 0.392 1.649
H 0.965 -1.937 -0.005
H 1.736 -0.752 0.235
O 1.736 -1.664 0.534
H -1.289 -2.028 -0.653
H -1.093 -3.431 0.152
O -0.770 -2.811 -0.453
```

Summary:
- net charge = -1
- orbital gap (eV) = 6.5
- M (g/mol) = 119.16
- electronic energy (eV) = -20242.08762
- lowest unoccupied orbital energy (eV) = 3.320
- multiplicity = 1
- energy above the lowest of the compared OMol25 structures with the same formula, charge and spin (kcal/mol) = 19.2

***

Here is a cluster of 6 separate species, CH11O7 in total in a non-equilibrium geometry from the OMol25 dataset. Energies are from wB97M-V/def2-TZVPD.

Geometry as XYZ:
```
19
Properties=species:S:1:pos:R:3
O -0.642 -2.842 -0.370
C 0.281 -2.170 -0.904
O 0.840 -1.106 -0.549
H 0.763 -2.730 -1.721
H -2.000 -2.782 2.369
H -1.519 -2.364 0.949
O -1.986 -2.032 1.774
H 2.544 1.230 -2.268
H 1.433 0.132 -1.991
O 1.727 0.844 -2.581
H -0.250 3.047 1.298
H -0.930 2.005 0.608
O -0.693 2.977 0.439
H -1.984 0.014 0.945
H -0.647 -0.393 0.266
O -1.221 0.382 0.470
H 0.793 2.213 0.037
H 1.725 1.431 0.942
O 1.765 2.142 0.290
```

Summary:
- net charge = -1
- orbital gap (eV) = 9.5
- M (g/mol) = 135.09
- electronic energy (eV) = -15550.79293
- lowest unoccupied orbital energy (eV) = 3.630
- multiplicity = 1
- energy above the lowest of the compared OMol25 structures with the same formula, charge and spin (kcal/mol) = 9.5

***

Here is a structure of composition CH12CdO9 in a non-equilibrium geometry from the OMol25 dataset. Energies are from wB97M-V/def2-TZVPD.

Geometry as XYZ:
```
23
Properties=species:S:1:pos:R:3
Cd -4.371 -6.808 5.684
C -1.794 -6.892 5.423
O -2.564 -7.189 4.345
O -2.349 -6.285 6.333
O -0.838 -7.720 5.621
O -6.624 -7.002 6.099
H -7.290 -6.374 6.382
H -7.070 -7.591 5.525
O -4.366 -5.195 3.833
H -3.654 -4.560 4.060
H -4.184 -5.402 2.920
O -4.285 -9.114 6.007
H -3.403 -9.327 5.603
H -4.438 -9.823 6.648
O -4.675 -7.033 8.145
H -3.708 -7.224 8.360
H -5.219 -7.810 8.262
O -4.788 -4.678 6.578
H -5.190 -4.017 6.003
H -4.268 -4.110 7.111
O -5.438 -7.751 3.839
H -5.667 -8.683 3.810
H -5.820 -7.512 3.022
```

Summary:
- net charge = 0
- orbital gap (eV) = 5.2
- M (g/mol) = 280.51
- electronic energy (eV) = -24222.30321
- lowest unoccupied orbital energy (eV) = -0.663
- multiplicity = 1
- energy above the lowest of the compared OMol25 structures with the same formula, charge and spin (kcal/mol) = 4.5

***

Here is a cluster of 4 separate species, CH12N2O3 in total in a non-equilibrium geometry from the OMol25 dataset. Energies are from wB97M-V/def2-TZVPD.

Geometry as XYZ:
```
18
Properties=species:S:1:pos:R:3
N 1.302 1.230 3.014
C 1.905 0.811 1.717
N 0.963 0.628 0.646
H 1.573 2.168 3.259
H 0.305 1.182 2.943
H 2.558 1.644 1.441
H 2.485 -0.096 1.822
H 0.613 -0.309 0.567
H 0.295 1.364 0.515
O -2.324 2.075 -6.736
H -2.984 1.373 -6.715
H -2.510 2.484 -5.882
O -4.938 -4.447 -3.065
H -4.885 -3.802 -3.779
H -4.418 -4.026 -2.371
O 3.716 -0.794 4.037
H 2.949 -0.289 3.736
H 3.396 -1.195 4.850
```

Summary:
- structure (SMILES) = NCN.O.O.O
- net charge = 0
- orbital gap (eV) = 9.8
- M (g/mol) = 100.12
- electronic energy (eV) = -10353.89314
- lowest unoccupied orbital energy (eV) = 0.668
- multiplicity = 1
- energy above the lowest of the compared OMol25 structures with the same formula, charge and spin (kcal/mol) = 20.0

***

Here is a cluster of 5 separate species, CH12N2O5 in total in a non-equilibrium geometry from the OMol25 dataset. Energies are from wB97M-V/def2-TZVPD.

Geometry as XYZ:
```
20
Properties=species:S:1:pos:R:3
N 1.793 -0.486 -0.762
C 0.907 0.399 0.003
N 0.599 -0.094 1.335
O 1.442 1.696 0.061
H 1.479 -1.402 -0.592
H 2.741 -0.304 -0.599
H 0.042 0.471 -0.531
H 0.401 -1.120 1.249
H 0.137 -3.468 0.554
H 1.341 0.147 1.969
O 0.281 -2.597 0.328
H -1.755 -1.054 -1.082
H -0.656 -2.171 -0.850
O -1.238 -1.659 -1.540
H -3.012 0.434 0.610
H -1.668 1.370 0.238
O -2.141 0.420 0.192
H 0.674 2.294 0.227
H -1.332 3.330 0.102
O -0.917 2.533 0.295
```

Summary:
- net charge = 0
- orbital gap (eV) = 3.7
- M (g/mol) = 132.12
- electronic energy (eV) = -14441.06178
- lowest unoccupied orbital energy (eV) = -6.044
- multiplicity = 1
- energy above the lowest of the compared OMol25 structures with the same formula, charge and spin (kcal/mol) = 226.9

***

Here is a cluster of 5 separate species, CH12NO5 in total in a non-equilibrium geometry from the OMol25 dataset. Energies are from wB97M-V/def2-TZVPD.

Geometry as XYZ:
```
19
Properties=species:S:1:pos:R:3
N -0.267 0.850 -0.653
C 0.835 1.494 -1.270
O 0.696 1.739 -2.671
H -1.086 1.399 -0.452
H -0.019 0.064 0.005
H 1.681 0.806 -1.189
H 1.084 2.446 -0.791
H -0.229 1.771 -2.932
H -1.744 -1.144 -2.575
O -1.788 -0.211 -2.800
H -1.289 0.212 -2.054
H 0.311 -2.136 0.801
O 0.180 -1.204 0.998
H -1.006 -1.378 2.112
H -1.267 -2.163 3.370
O -1.678 -1.433 2.873
H 1.741 -0.359 3.183
H 1.598 -0.514 1.670
O 2.246 -0.238 2.377
```

Summary:
- net charge = -1
- orbital gap (eV) = 9.1
- M (g/mol) = 118.11
- electronic energy (eV) = -12960.70029
- lowest unoccupied orbital energy (eV) = 3.827
- multiplicity = 1
- energy above the lowest of the compared OMol25 structures with the same formula, charge and spin (kcal/mol) = 6.1

***

Here is a cluster of 5 separate species, CH12O4S2 in total from the OMol25 dataset. Energies are from wB97M-V/def2-TZVPD.

Geometry as XYZ:
```
19
Properties=species:S:1:pos:R:3
C -0.489 2.454 -1.261
S -2.082 2.133 -0.501
S -3.029 1.035 -1.972
H 0.259 2.613 -0.492
H -0.520 3.313 -1.928
H -0.192 1.586 -1.862
H -3.979 1.940 -2.244
O 2.325 -2.555 3.168
H 2.675 -1.700 3.444
H 2.315 -3.064 3.986
O 1.821 0.132 -1.474
H 1.279 -0.589 -1.118
H 2.725 -0.188 -1.439
O 0.334 -2.054 -0.422
H 0.096 -2.964 -0.218
H -0.188 -1.540 0.223
O -1.139 -0.559 1.465
H -0.570 0.103 1.868
H -1.640 -0.094 0.778
```

Summary:
- structure (SMILES) = CSS.O.O.O.O
- net charge = 0
- orbital gap (eV) = 9.4
- M (g/mol) = 152.24
- electronic energy (eV) = -31092.38266
- lowest unoccupied orbital energy (eV) = 0.427
- multiplicity = 1
- energy above the lowest of the compared OMol25 structures with the same formula, charge and spin (kcal/mol) = 10.6

***

Here is a cluster of 5 separate species, CH12O4S2 in total in a non-equilibrium geometry from the OMol25 dataset. Energies are from wB97M-V/def2-TZVPD.

Geometry as XYZ:
```
19
Properties=species:S:1:pos:R:3
C 2.096 -2.355 -0.640
S 1.437 -0.805 -1.309
S 1.847 0.505 0.235
H 1.963 -3.113 -1.418
H 3.135 -2.168 -0.403
H 1.532 -2.760 0.199
H 0.887 0.429 1.138
O -0.648 2.676 -1.040
H -0.659 3.101 -1.890
H -0.883 1.775 -1.294
O -1.973 -0.109 -1.703
H -1.475 -0.379 -0.900
H -1.471 -0.539 -2.385
O -1.143 -0.777 0.954
H -1.890 -1.350 1.132
H -1.230 -0.088 1.619
O -0.766 1.683 2.501
H -0.138 2.128 1.885
H -0.621 2.146 3.319
```

Summary:
- structure (SMILES) = CSS.O.O.O.O
- net charge = 0
- orbital gap (eV) = 9.4
- M (g/mol) = 152.24
- electronic energy (eV) = -31092.38864
- lowest unoccupied orbital energy (eV) = 0.360
- multiplicity = 1
- energy above the lowest of the compared OMol25 structures with the same formula, charge and spin (kcal/mol) = 10.4

***

Here is a cluster of 6 separate species, CH12O7 in total in a non-equilibrium geometry from the OMol25 dataset. Energies are from wB97M-V/def2-TZVPD.

Geometry as XYZ:
```
20
Properties=species:S:1:pos:R:3
O -1.781 -0.294 0.550
C -0.662 -0.054 0.139
O 0.240 -0.885 0.710
H -0.204 0.714 -0.456
H 0.803 -1.443 0.021
O 1.091 1.848 -1.392
H 0.962 2.539 -1.988
H 1.464 2.337 -0.608
O 1.835 3.046 0.731
H 2.677 2.628 0.773
H 1.359 2.425 1.264
O -2.849 -2.600 -0.971
H -2.956 -2.985 -0.101
H -2.608 -1.689 -0.596
O 0.936 0.749 2.536
H -0.033 0.931 2.856
H 0.689 -0.195 2.210
O -0.187 -1.957 -1.730
H -1.022 -2.487 -1.699
H 0.246 -2.627 -2.248
```

Summary:
- structure (SMILES) = O=CO.O.O.O.O.O
- net charge = 0
- orbital gap (eV) = 11.1
- M (g/mol) = 136.10
- electronic energy (eV) = -15563.35073
- lowest unoccupied orbital energy (eV) = 0.423
- multiplicity = 1
- energy above the lowest of the compared OMol25 structures with the same formula, charge and spin (kcal/mol) = 32.7

***

Here is a structure of composition CH13MnO9 in a non-equilibrium geometry from the OMol25 dataset. Energies are from wB97M-V/def2-TZVPD.

Geometry as XYZ:
```
24
Properties=species:S:1:pos:R:3
Mn -0.064 -0.031 0.016
C 2.333 -0.718 0.787
O 2.287 0.015 -0.213
O 3.458 -1.251 1.273
O 1.226 -1.092 1.262
H 4.193 -0.940 0.743
O -1.863 -1.606 0.473
H -2.545 -1.667 1.133
H -2.378 -1.613 -0.371
O 0.460 2.022 0.473
H 1.054 2.376 1.058
H -0.190 2.748 0.380
O -0.989 0.217 2.196
H -0.680 0.903 2.763
H -0.823 -0.651 2.579
O -2.204 0.861 -0.662
H -2.204 1.738 -1.101
H -3.088 0.695 -0.478
O 0.182 1.118 -2.058
H 0.411 2.045 -2.264
H 0.242 0.635 -2.899
O 0.213 -1.583 -1.605
H 1.027 -1.702 -2.055
H -0.058 -2.518 -1.434
```

Summary:
- expectation value of S² = 8.75
- net charge = +1
- orbital gap (alpha / beta) (eV) = 8.7 / 9.3
- M (g/mol) = 224.04
- electronic energy (eV) = -50992.87925
- lowest unoccupied orbital energy (alpha / beta) (eV) = -3.344 / -3.341
- multiplicity = 6
- energy above the lowest of the compared OMol25 structures with the same formula, charge and spin (kcal/mol) = 0.0

***

Here is a cluster of 5 separate species, CH13NO4 in total in a non-equilibrium geometry from the OMol25 dataset. Energies are from wB97M-V/def2-TZVPD.

Geometry as XYZ:
```
19
Properties=species:S:1:pos:R:3
C 0.119 -1.177 1.119
N -1.009 -1.241 0.063
H 1.043 -0.752 0.684
H -0.163 -0.489 1.949
H 0.269 -2.253 1.497
H -1.406 -0.297 -0.058
H -1.689 -1.865 0.419
O 0.168 -2.322 -2.325
H -0.320 -1.775 -1.647
H 0.241 -1.725 -3.111
O 2.357 0.608 -1.743
H 2.551 -0.191 -2.182
H 1.496 0.400 -1.311
O -2.494 1.243 0.877
H -2.790 1.614 1.753
H -1.923 1.881 0.488
O 0.788 2.443 2.058
H 0.745 3.204 1.435
H 1.739 2.229 1.986
```

Summary:
- structure (SMILES) = CN.O.O.O.O
- net charge = 0
- orbital gap (eV) = 9.9
- M (g/mol) = 103.12
- electronic energy (eV) = -10927.51982
- lowest unoccupied orbital energy (eV) = 0.238
- multiplicity = 1
- energy above the lowest of the compared OMol25 structures with the same formula, charge and spin (kcal/mol) = 26.1

***

Here is a cluster of 6 separate species, CH13O5S in total in a non-equilibrium geometry from the OMol25 dataset. Energies are from wB97M-V/def2-TZVPD.

Geometry as XYZ:
```
20
Properties=species:S:1:pos:R:3
C 0.177 -1.847 -2.299
S -0.055 -0.678 -0.903
H 0.960 -1.466 -2.950
H -0.735 -1.825 -2.905
H 0.295 -2.873 -1.958
H 1.391 2.267 -0.689
H -0.085 2.390 -0.482
O 0.732 2.894 -0.352
H -2.177 -2.125 -0.618
H -3.281 -1.888 0.330
O -3.150 -2.165 -0.584
H -1.386 0.649 0.331
H -2.048 1.042 1.684
O -1.791 1.384 0.821
H 2.939 -0.865 1.041
H 1.478 -0.861 0.546
O 2.040 -0.988 1.364
H 1.492 2.029 1.678
H 1.992 0.918 2.536
O 2.059 1.883 2.455
```

Summary:
- net charge = -1
- orbital gap (eV) = 7.6
- M (g/mol) = 137.18
- electronic energy (eV) = -22322.88580
- lowest unoccupied orbital energy (eV) = 3.561
- multiplicity = 1
- energy above the lowest of the compared OMol25 structures with the same formula, charge and spin (kcal/mol) = 12.2